# 1
The following is a DFT calculation (ωB97M-V/def2-TZVPD) of a 2-piece molecular cluster, C4H12S overall.

Geometry (Å):
S1 -0.160 1.995 -1.917
C1 -1.107 -1.015 1.340
C2 1.083 0.796 -1.319
C3 -0.462 0.159 2.070
C4 0.764 -0.601 -1.819
H1 -0.396 -1.749 0.974
H2 1.228 -0.744 -2.789
H3 -1.686 -0.677 0.483
H4 -0.101 -0.184 3.029
H5 2.044 1.156 -1.696
H6 1.215 -1.344 -1.163
H7 -0.840 2.128 -0.770
H8 0.405 0.578 1.570
H9 1.287 0.864 -0.252
H10 -1.169 0.977 2.226
H11 -0.281 -0.842 -1.972
H12 -1.825 -1.496 2.006

The orbital gap comes out at 0.367 hartree. As for the spin multiplicity: 1. Its SMILES is CCS.CC. The calculation puts the total energy at -15177.489 eV. As for the total charge: 0. As for the relative energy (zero: lowest compared OMol25 entry of this formula, charge and spin): 5.0 kcal per mole. The LUMO energy is 0.94 eV.

# 2
The following is a DFT calculation (ωB97M-V/def2-TZVPD) of an isolated ion of composition C4H10N2O and charge +1 in a non-equilibrium geometry.

Geometry (Å):
O1 -0.945 0.137 2.328
N1 1.538 -1.915 -0.828
N2 -0.504 0.075 -1.945
C1 -0.893 1.111 1.609
C2 -0.166 -0.050 -0.506
C3 -0.539 1.340 0.100
C4 1.197 -0.623 -0.262
H1 0.958 -2.613 -1.175
H2 -0.934 0.911 -1.917
H3 -1.513 1.413 -0.348
H4 0.265 0.452 -2.443
H5 0.116 2.157 0.026
H6 -1.001 2.028 2.122
H7 -0.965 -0.723 -0.245
H8 1.402 -0.632 0.798
H9 1.921 0.179 -0.537
H10 2.493 -2.056 -1.137

The orbital gap (spin up / spin down) comes out at 0.364 / 0.170 hartree. As for the spin multiplicity: 2. The calculation puts the total energy at -9326.910 eV. As for the total charge: +1. As for the relative energy (zero: lowest compared OMol25 entry of this formula, charge and spin): 69.6 kcal per mole. The LUMO energy (spin up / spin down) is -3.52 / -8.74 eV.

# 3
The following is a DFT calculation (ωB97M-V/def2-TZVPD) of a 2-piece molecular cluster, C26H48ClF5N3O4 overall in a non-equilibrium geometry.

Geometry (Å):
Cl1 -3.967 0.865 -2.290
F1 -9.208 -4.634 -2.174
F2 -7.318 -3.602 -2.117
F3 -8.239 -4.263 -0.287
F4 -10.571 -2.670 -1.408
F5 -8.978 -1.893 -0.131
O1 -7.158 1.396 2.549
O2 8.797 -2.515 0.788
O3 -6.862 0.447 4.566
O4 10.541 -1.362 0.142
N1 -6.326 0.361 -0.740
N2 -5.975 2.239 0.737
N3 -4.533 1.820 -1.016
C1 -1.177 2.322 -0.580
C2 -5.851 1.561 2.038
C3 -7.893 -0.889 2.873
C4 2.083 1.591 0.124
C5 -9.242 -2.394 -1.372
C6 -6.997 0.321 -2.092
C7 -8.491 0.005 -1.951
C8 9.504 -0.853 2.328
C9 5.401 0.063 -1.400
C10 -8.895 -1.385 -2.469
C11 4.458 -2.633 -0.345
C12 -7.258 0.329 3.447
C13 -3.687 2.979 -0.690
C14 1.327 2.689 -0.652
C15 5.951 -2.327 -0.457
C16 0.005 3.070 0.026
C17 3.912 -2.453 1.072
C18 2.977 0.696 -0.767
C19 -2.490 2.586 0.188
C20 -8.490 -3.765 -1.491
C21 -5.617 1.460 -0.368
C22 9.566 -1.628 1.031
C23 6.328 -0.840 -0.562
C24 4.468 0.972 -0.577
C25 12.600 -0.513 1.150
C26 11.412 -0.233 0.254
H1 2.785 -0.342 -0.495
H2 9.922 0.149 2.275
H3 6.415 -2.713 0.449
H4 10.036 -1.419 3.092
H5 -9.030 0.746 -2.536
H6 1.352 0.954 0.624
H7 -0.167 4.146 -0.045
H8 -5.372 0.584 1.908
H9 -3.324 3.386 -1.630
H10 4.646 2.014 -0.859
H11 3.856 -2.074 -1.060
H12 4.823 -0.526 -2.111
H13 -8.120 -1.779 -3.118
H14 -8.885 -0.654 2.492
H15 4.316 -3.685 -0.604
H16 13.145 -1.384 0.786
H17 7.314 -0.803 -1.028
H18 13.275 0.342 1.162
H19 -7.288 -1.290 2.057
H20 -0.948 1.255 -0.540
H21 10.855 0.651 0.570
H22 -7.955 -1.644 3.650
H23 6.040 0.711 -1.998
H24 -9.781 -1.290 -3.092
H25 2.704 0.822 -1.815
H26 0.059 2.825 1.089
H27 -6.995 0.149 -0.009
H28 11.748 -0.046 -0.764
H29 4.489 -3.077 1.752
H30 -2.322 3.419 0.871
H31 6.395 -2.893 -1.274
H32 3.930 -1.414 1.400
H33 -5.235 2.153 2.711
H34 -8.805 0.153 -0.921
H35 -6.922 2.582 0.607
H36 8.461 -0.772 2.620
H37 1.130 2.312 -1.655
H38 1.969 3.567 -0.707
H39 -2.754 1.720 0.796
H40 2.721 2.066 0.868
H41 -6.864 1.291 -2.568
H42 -6.484 -0.415 -2.704
H43 -4.293 3.737 -0.209
H44 12.291 -0.720 2.175
H45 -1.282 2.607 -1.628
H46 2.885 -2.819 1.115
H47 4.688 0.908 0.490
H48 6.468 -0.408 0.431

The orbital gap comes out at 0.285 hartree. As for the spin multiplicity: 1. The calculation puts the total energy at -66503.463 eV. As for the total charge: +1. The LUMO energy is -3.57 eV.

# 4
The following is a DFT calculation (ωB97M-V/def2-TZVPD) of a 9-piece molecular cluster, C5H26NO9S overall in a non-equilibrium geometry.

Geometry (Å):
S1 2.844 -0.128 0.273
O1 2.240 -1.085 -2.588
O2 -1.737 -3.420 -0.412
O3 2.941 3.728 -0.001
O4 1.429 0.682 -5.302
O5 -0.698 -0.978 3.306
O6 0.956 4.163 2.706
O7 -4.229 -0.988 -0.595
O8 -0.392 -1.626 -3.780
O9 -2.681 -3.443 2.277
N1 -1.140 0.333 1.597
C1 -1.806 1.559 -0.525
C2 2.146 -0.974 1.643
C3 1.341 0.001 2.477
C4 -0.178 -0.278 2.450
C5 -0.755 1.343 0.611
H1 3.758 3.514 -0.483
H2 0.442 -1.738 -3.193
H3 2.922 -1.529 2.205
H4 -1.311 2.247 -1.126
H5 2.660 -1.824 -2.121
H6 1.964 -0.342 -2.067
H7 -3.491 -1.298 -1.081
H8 1.519 4.166 1.872
H9 1.483 -0.255 3.585
H10 0.278 1.338 0.271
H11 1.570 1.060 2.321
H12 -1.035 -3.291 -1.059
H13 0.065 3.878 2.505
H14 1.851 -0.103 -4.835
H15 -2.834 1.664 -0.155
H16 1.559 -1.746 1.286
H17 -2.042 -4.007 1.687
H18 -2.573 -3.609 3.161
H19 -1.788 -2.641 0.196
H20 -1.723 0.616 -1.030
H21 1.396 1.493 -4.826
H22 2.290 3.067 -0.229
H23 -4.164 -1.576 0.188
H24 -2.092 0.374 1.774
H25 -0.171 -0.725 -4.073
H26 -0.815 2.377 1.090

The orbital gap (spin up / spin down) comes out at 0.341 / 0.240 hartree. As for the spin multiplicity: 2. The calculation puts the total energy at -36356.873 eV. As for the total charge: 0. The LUMO energy (spin up / spin down) is -0.43 / -3.19 eV.

# 5
The following is a DFT calculation (ωB97M-V/def2-TZVPD) of a 10-piece molecular cluster, C24H56O26S5 overall in a non-equilibrium geometry.

Geometry (Å):
S1 -3.293 3.438 -3.018
S2 2.528 5.862 1.755
S3 -3.208 -2.849 2.272
S4 6.058 1.840 4.432
S5 2.630 -3.723 4.767
O1 -4.529 -0.567 -2.548
O2 -3.607 -1.740 1.476
O3 -3.614 3.891 -4.350
O4 1.201 -3.821 4.567
O5 -2.372 2.362 -2.775
O6 3.281 -5.119 4.178
O7 -1.299 -4.040 -3.120
O8 -1.446 -3.595 -5.326
O9 5.426 1.070 5.458
O10 0.777 -1.033 1.399
O11 1.332 4.950 1.216
O12 -1.047 0.152 0.824
O13 -0.298 0.370 -7.082
O14 -2.675 4.688 -2.154
O15 3.256 -3.519 6.049
O16 1.995 1.986 -3.479
O17 1.238 0.020 -5.484
O18 -2.436 -2.612 3.461
O19 5.574 1.260 3.001
O20 5.892 3.266 4.410
O21 -0.957 -0.235 -5.085
O22 0.252 -0.703 -0.749
O23 3.733 5.437 1.073
O24 -2.417 -3.860 1.307
O25 2.209 7.266 1.733
O26 -3.234 -4.330 -4.199
C1 -0.558 -5.349 0.780
C2 -4.849 3.223 -2.137
C3 -3.600 -4.400 -2.813
C4 7.807 1.461 4.232
C5 -1.930 -3.988 -4.324
C6 0.067 -0.558 0.567
C7 3.141 1.072 2.622
C8 0.945 4.931 -0.161
C9 2.554 5.340 3.455
C10 2.409 -5.780 3.264
C11 -2.191 -0.150 -5.808
C12 -1.455 -4.766 1.886
C13 -2.280 -4.095 -2.092
C14 0.105 0.052 -5.839
C15 -2.565 7.018 -1.599
C16 3.015 -6.758 2.269
C17 -1.619 -0.157 -7.223
C18 -0.754 0.007 -1.457
C19 4.430 1.852 2.383
C20 0.358 3.571 -0.490
C21 -1.803 0.296 -0.391
C22 -3.455 5.844 -1.976
C23 -4.686 -3.834 2.720
C24 3.367 -2.600 3.622
H1 3.542 -7.608 2.694
H2 -1.987 6.861 -0.687
H3 3.558 -1.695 4.211
H4 4.354 -2.867 3.261
H5 8.264 2.133 4.962
H6 -1.972 -4.987 -1.544
H7 -3.963 -5.386 -2.547
H8 8.074 0.452 4.530
H9 -3.137 7.925 -1.362
H10 1.299 1.544 -3.986
H11 0.202 5.716 -0.320
H12 -2.755 0.753 -5.586
H13 -4.209 5.749 -1.192
H14 -5.206 -4.145 1.814
H15 2.669 -2.243 2.865
H16 1.853 5.118 -0.740
H17 0.460 3.444 -1.568
H18 -2.680 -0.350 -0.381
H19 -5.537 4.036 -2.367
H20 -0.019 -4.567 0.255
H21 -1.943 7.463 -2.379
H22 3.212 6.060 3.936
H23 0.863 2.805 0.096
H24 -2.748 -1.083 -5.784
H25 -1.161 -0.694 -2.187
H26 3.256 0.022 2.373
H27 -1.517 -1.211 -7.490
H28 -4.785 3.152 -1.056
H29 4.360 2.901 2.674
H30 4.605 1.863 1.303
H31 -3.682 -0.131 -2.715
H32 1.534 5.431 3.823
H33 -2.164 1.322 -0.448
H34 -5.374 -3.221 3.291
H35 -5.252 2.351 -2.658
H36 -4.270 -3.587 -2.540
H37 1.821 2.927 -3.586
H38 3.624 -6.164 1.588
H39 8.124 1.731 3.232
H40 -2.175 0.402 -7.968
H41 2.985 1.173 3.699
H42 2.164 -7.157 1.716
H43 -4.877 -0.127 -1.764
H44 1.511 -6.218 3.718
H45 -0.496 0.936 -1.959
H46 1.841 -5.024 2.707
H47 -1.204 -5.992 0.183
H48 -3.901 6.187 -2.916
H49 -2.016 -5.495 2.473
H50 -0.715 3.474 -0.312
H51 -2.249 -3.234 -1.428
H52 2.405 1.590 2.012
H53 2.941 4.332 3.564
H54 -4.285 -4.736 3.177
H55 0.157 -6.037 1.230
H56 -0.801 -4.241 2.586

The orbital gap comes out at 0.381 hartree. As for the spin multiplicity: 1. Its SMILES is CCOS(C)(=O)=O.CCOS(C)(=O)=O.CCOS(C)(=O)=O.CCOS(C)(=O)=O.CCOS(C)(=O)=O.O=C1OCCO1.O=C1OCCO1.O=C1OCCO1.O.O. The calculation puts the total energy at -133203.729 eV. As for the total charge: 0. The LUMO energy is -0.19 eV.

# 6
The following is a DFT calculation (ωB97M-V/def2-TZVPD) of one molecule with the formula C2H6S2 in a non-equilibrium geometry.

Geometry (Å):
S1 -1.265 -1.347 -0.245
S2 0.257 -2.737 -0.555
C1 -0.050 1.274 -0.350
C2 -0.267 0.006 0.525
H1 -0.934 1.896 -0.367
H2 0.778 1.781 0.166
H3 -0.689 0.476 1.461
H4 0.665 -0.427 0.866
H5 0.268 1.091 -1.389
H6 1.235 -2.013 -0.112

The orbital gap comes out at 0.317 hartree. As for the spin multiplicity: 1. Its SMILES is CCSS. The calculation puts the total energy at -23841.130 eV. As for the total charge: 0. As for the relative energy (zero: lowest compared OMol25 entry of this formula, charge and spin): 15.8 kcal per mole. The LUMO energy is 0.50 eV.

Question: Among the records above, which one has the highest total energy?
Answer: C4H10N2O

Question: Which value of spin multiplicity does entry 1 give?
Answer: 1

Question: total energy of number 4 (C5H26NO9S)?
Answer: -36356.873 eV

Question: Number 4 is which compound?
Answer: C5H26NO9S